w:
C31H32N5S2TeZr as an isolated structure, computed with wB97M-V/def2-TZVPD.

Summary:
**Total charge**: +3
**HOMO-LUMO gap**: 5.97 eV
**HOMO level**: -15.68 eV

Cartesian coordinates (Å):
Zr (0.41000, -0.57321, 0.16024)
C (5.04684, -1.32501, 2.12979)
C (3.62796, -1.80795, 1.78897)
C (3.65836, -2.94644, 0.77400)
C (2.82628, -0.60921, 1.33476)
C (1.96769, 0.05798, 2.22889)
C (1.32865, 1.24999, 1.86501)
C (1.50053, 1.82195, 0.59952)
C (0.88721, 3.14208, 0.25060)
C (2.32795, 1.13244, -0.31387)
C (2.97044, -0.05138, 0.04803)
H (5.62835, -2.15569, 2.52594)
H (5.03854, -0.53097, 2.87606)
H (5.55555, -0.95542, 1.23715)
H (3.16016, -2.17205, 2.70836)
H (4.19263, -2.66961, -0.13786)
H (2.65406, -3.29179, 0.50845)
H (4.18927, -3.79652, 1.20018)
H (1.84954, -0.32400, 3.23507)
H (0.69703, 1.74901, 2.59060)
H (-0.11575, 3.24315, 0.66693)
H (0.85925, 3.29853, -0.82708)
H (1.49575, 3.93793, 0.68685)
H (2.48362, 1.54204, -1.30416)
H (3.63672, -0.52385, -0.66419)
N (-1.94409, 2.20944, -2.29792)
C (-1.04749, 2.80356, -3.23877)
C (-1.29985, 4.07302, -3.72675)
C (-0.37438, 4.65783, -4.58358)
C (0.79953, 3.99375, -4.91018)
C (1.05740, 2.73112, -4.39182)
C (0.11681, 2.12841, -3.57095)
S (0.27601, 0.45610, -3.03323)
N (-0.46224, 0.61660, -1.46804)
C (-1.53738, 1.35854, -1.35771)
C (-2.25667, 1.26425, -0.07384)
C (-3.50982, 1.80039, 0.14754)
C (-4.07711, 1.68625, 1.41188)
C (-3.35441, 1.07151, 2.41275)
C (-2.10862, 0.54189, 2.11050)
N (-1.56898, 0.60515, 0.88666)
H (-2.80378, 2.71625, -2.14552)
H (-2.20364, 4.60379, -3.45323)
H (-0.57123, 5.64017, -4.98935)
H (1.51451, 4.45558, -5.57630)
H (1.96734, 2.20669, -4.65433)
H (-4.06414, 2.29523, -0.63766)
H (-5.06337, 2.08678, 1.60498)
H (-3.74159, 0.98109, 3.41798)
H (-1.52427, 0.03729, 2.86688)
Te (-0.31970, -2.47957, 2.05090)
C (-2.40300, -2.48829, 2.00171)
C (-3.17291, -2.57010, 3.13176)
C (-4.56217, -2.52228, 2.84618)
C (-4.82985, -2.40086, 1.51857)
S (-3.38715, -2.38097, 0.59475)
H (-2.76882, -2.67220, 4.12879)
H (-5.33086, -2.59494, 3.60131)
H (-5.78854, -2.37053, 1.02629)
N (0.24963, -5.06643, -4.33176)
C (0.33447, -4.10790, -3.41833)
C (-0.81886, -3.58215, -2.78469)
C (-0.68327, -2.60729, -1.84609)
N (0.51088, -2.08733, -1.45757)
C (1.61435, -2.57767, -2.08085)
C (1.57867, -3.55260, -3.03084)
H (-0.63717, -5.46245, -4.59958)
H (1.07144, -5.44716, -4.77329)
H (-1.80348, -3.95187, -3.03533)
H (-1.56901, -2.21100, -1.36000)
H (2.56416, -2.15410, -1.78721)
H (2.49984, -3.89719, -3.47993)



x:
C31H32N5S2TeZr as an isolated structure, computed with wB97M-V/def2-TZVPD.

Summary:
**Total charge**: +3
**HOMO-LUMO gap**: 5.77 eV
**HOMO level**: -15.56 eV

Cartesian coordinates (Å):
Zr (0.49727, 0.50025, -0.47164)
C (-1.23429, 0.36758, -4.82974)
C (-1.71178, 0.81087, -3.45332)
C (-2.25551, -0.36436, -2.64655)
C (-0.67332, 1.59661, -2.66772)
C (0.67552, 1.73469, -3.06349)
C (1.53152, 2.64377, -2.45635)
C (1.09733, 3.48011, -1.41765)
C (1.98871, 4.53474, -0.85194)
C (-0.19460, 3.25972, -0.93356)
C (-1.05771, 2.33226, -1.53380)
H (-2.06513, -0.08384, -5.36981)
H (-0.45437, -0.39630, -4.76991)
H (-0.86085, 1.19484, -5.43280)
H (-2.52577, 1.52900, -3.59717)
H (-1.48574, -1.12717, -2.48944)
H (-3.06637, -0.85538, -3.18448)
H (-2.64609, -0.06930, -1.66835)
H (1.03759, 1.15073, -3.90094)
H (2.54848, 2.73696, -2.82159)
H (2.46820, 5.10413, -1.64812)
H (2.79129, 4.06652, -0.27269)
H (1.44247, 5.22650, -0.21378)
H (-0.55564, 3.82126, -0.08039)
H (-2.06531, 2.20962, -1.14755)
N (-2.24329, -0.91406, 2.61389)
C (-3.31904, -1.62654, 2.00206)
C (-4.55592, -1.68116, 2.61335)
C (-5.59106, -2.32618, 1.94640)
C (-5.39013, -2.86733, 0.68505)
C (-4.14509, -2.78544, 0.07365)
C (-3.09533, -2.17987, 0.75141)
S (-1.44385, -2.25401, 0.17002)
N (-0.89274, -0.67574, 0.71281)
C (-1.24547, -0.35642, 1.95303)
C (-0.49236, 0.75721, 2.56624)
C (-0.48818, 1.03962, 3.91279)
C (0.27372, 2.11223, 4.36426)
C (0.97095, 2.86185, 3.44124)
C (0.93475, 2.49280, 2.10552)
N (0.23365, 1.44094, 1.65446)
H (-2.42210, -0.55853, 3.54309)
H (-4.72084, -1.23619, 3.58695)
H (-6.56370, -2.39703, 2.41305)
H (-6.20639, -3.35880, 0.17441)
H (-3.98200, -3.21333, -0.90704)
H (-1.03670, 0.44126, 4.62717)
H (0.31229, 2.35384, 5.41810)
H (1.57166, 3.71186, 3.73275)
H (1.50088, 3.04053, 1.36836)
Te (3.21675, 1.05170, 0.06161)
C (3.39315, 0.63387, 2.08426)
C (4.11153, 1.40008, 2.96279)
C (4.04889, 0.90130, 4.29033)
C (3.28882, -0.22411, 4.39691)
S (2.72508, -0.73711, 2.86556)
H (4.66453, 2.28647, 2.68428)
H (4.55239, 1.35794, 5.12970)
H (3.10092, -0.80285, 5.28762)
N (2.78269, -5.08072, -2.51267)
C (2.25825, -3.93516, -2.09790)
C (1.79549, -2.95598, -3.01168)
C (1.26389, -1.79574, -2.53778)
N (1.14481, -1.49924, -1.21700)
C (1.59814, -2.43574, -0.34146)
C (2.13044, -3.62932, -0.72006)
H (2.87920, -5.29096, -3.49338)
H (3.11722, -5.77740, -1.86620)
H (1.86032, -3.11434, -4.07928)
H (0.90392, -1.05152, -3.23583)
H (1.51160, -2.20045, 0.71266)
H (2.46233, -4.32604, 0.03732)



Stability, lowest: x



w:
An isolated ion of composition C2H2NO2S and charge -1, computed with wB97M-V/def2-TZVPD.

Summary:
**Total charge**: -1
**HOMO-LUMO gap**: 7.68 eV
**HOMO level**: -3.54 eV

Cartesian coordinates (Å):
C (-0.84901, 0.93319, -0.78260)
C (0.04772, 0.19005, -0.16741)
N (-0.97738, 1.03887, 0.63500)
O (1.12960, -2.08771, 1.03464)
O (2.49980, -0.94329, -0.66693)
S (1.67812, -0.83550, 0.55653)
H (-1.68548, 1.18332, -1.43667)
H (-1.84337, 0.52107, 0.82742)



x:
An isolated ion of composition C2H2NO2S and charge -1, computed with wB97M-V/def2-TZVPD.

Summary:
**Total charge**: -1
**SMILES string**: C=NC#S(=O)[O-]
**HOMO-LUMO gap (spin up / spin down)**: 6.95 / 6.95 eV
**HOMO level (spin up / spin down)**: -2.95 / -2.94 eV

Cartesian coordinates (Å):
C (1.50830, 0.20355, -1.08079)
N (0.38753, 0.18595, -0.53541)
C (-0.77731, 0.07123, -0.50837)
S (-1.70425, 0.18967, 1.21240)
O (-0.69965, -0.38501, 2.14405)
O (-2.87595, -0.69916, 1.01470)
H (2.05742, 1.13461, -1.13177)
H (2.10390, -0.70083, -1.11481)



Stability, lowest: w



w:
CH2BrClO as an isolated structure, computed with wB97M-V/def2-TZVPD.

Summary:
**HOMO-LUMO gap**: 9.72 eV
**HOMO level**: -9.69 eV

Cartesian coordinates (Å):
C (-0.54869, -0.11128, 0.00620)
O (1.00630, 0.70935, 0.25374)
Cl (-1.69482, 1.14235, -0.07706)
Br (2.31724, -0.46215, -0.01030)
H (-0.48143, -0.55786, -1.07262)
H (-0.59861, -0.72041, 0.90003)



x:
A 2-piece molecular cluster, CH2BrClO overall, computed with wB97M-V/def2-TZVPD.

Summary:
**HOMO-LUMO gap (spin up / spin down)**: 8.39 / 8.39 eV
**HOMO level (spin up / spin down)**: -9.83 / -9.83 eV

Cartesian coordinates (Å):
C (-0.46402, -0.12987, 0.47045)
O (1.06063, 0.69341, -1.02227)
Cl (-0.51856, -1.78960, 0.15169)
Br (-2.02228, 0.97251, 0.24561)
H (0.05780, 0.19994, 1.25363)
H (1.88643, 0.05362, -1.09910)



y:
CH2BrClO as an isolated structure, computed with wB97M-V/def2-TZVPD.

Summary:
**HOMO-LUMO gap**: 8.55 eV
**HOMO level**: -9.98 eV

Cartesian coordinates (Å):
C (0.30138, 0.67212, -1.17071)
O (-0.39927, -1.08234, 1.82161)
Cl (-0.13446, 1.99107, -2.13264)
Br (1.96360, 0.07015, -1.77700)
H (-0.38947, -0.41823, 1.16852)
H (-1.34179, -1.23277, 2.09021)



Stability, lowest: x



w:
A 2-piece molecular cluster, C3H9S2 overall, computed with wB97M-V/def2-TZVPD.

Summary:
**Total charge**: -1
**HOMO-LUMO gap**: 5.65 eV
**HOMO level**: -2.36 eV

Cartesian coordinates (Å):
C (1.25284, -1.89672, 0.62990)
S (2.38689, -0.65750, -0.32049)
H (1.96037, -2.55106, 1.13833)
H (0.70750, -2.01331, -0.25146)
H (0.58820, -1.44987, 1.33782)
C (-1.55979, -0.15624, -0.89902)
S (-1.77557, 1.20864, 0.29456)
C (-0.08631, 2.14075, 0.32511)
H (-1.66335, -1.09330, -0.34509)
H (-2.30614, -0.16515, -1.70062)
H (-0.40907, -0.26716, -1.31154)
H (0.77135, 1.57895, -0.07217)
H (0.06336, 2.22882, 1.39804)
H (0.06975, 3.09315, -0.22339)



x:
A 2-piece molecular cluster, C3H9S2 overall, computed with wB97M-V/def2-TZVPD.

Summary:
**Total charge**: -1
**HOMO-LUMO gap**: 6.75 eV
**HOMO level**: -3.02 eV

Cartesian coordinates (Å):
S (-2.31809, -0.78533, 0.03476)
H (-1.21969, -0.19575, -0.79966)
H (-3.29017, -0.59890, -0.86978)
C (1.19600, -0.92903, 1.53365)
C (1.79936, 0.36379, 0.99665)
C (0.78144, 1.16560, 0.17193)
S (0.42911, 0.45907, -1.45985)
H (0.35602, -0.69463, 2.19724)
H (1.90367, -1.54603, 2.09032)
H (0.77391, -1.52982, 0.72645)
H (2.11908, 0.97108, 1.85301)
H (2.67617, 0.14249, 0.39067)
H (1.16469, 2.18138, 0.05908)
H (-0.14916, 1.20401, 0.74654)



Stability, lowest: w